P:
The following is a quantum chemistry calculation of the ion C5H10N3 with charge +1, from OMol25.

Geometry as ORCA input:
```
! wB97M-V def2-TZVPD RIJCOSX def2/J DEFGRID3
* xyz 1 1
C 0.854 0.949 -1.827
C -0.315 -1.042 -1.670
C 0.087 -0.973 1.062
C 0.314 1.227 -0.506
C -0.338 -0.448 -0.228
N 0.502 -0.094 -2.415
N 1.118 1.578 0.613
N -1.235 -0.454 0.944
H 1.484 1.531 -2.365
H 0.101 -2.046 -1.612
H -1.318 -1.182 -2.084
H 0.197 -2.094 1.173
H 0.842 -0.436 1.633
H -0.604 1.859 -0.562
H 1.761 1.031 1.071
H 1.318 2.504 0.727
H -1.930 -1.233 1.110
H -1.362 0.413 1.588
*
```

Computed properties:
HOMO-LUMO gap ... 9.88 eV
E_LUMO ... -3.5 eV

Atom charges from the natural (NBO) analysis, given in e for atoms 1 to 5:
1 C 0.074
2 C -0.273
3 C -0.257
4 C -0.050
5 C 0.117

---

Q:
The following is a quantum chemistry calculation of a structure of composition C5H10N3, from OMol25.

Geometry as ORCA input:
```
! wB97M-V def2-TZVPD RIJCOSX def2/J DEFGRID3
* xyz 1 1
C 0.022 -1.366 -0.282
C 0.684 -2.574 0.222
C 0.937 0.330 -0.052
C -1.435 0.275 -0.828
C -0.516 2.104 0.645
N -1.058 -1.043 -0.718
N 1.849 -2.427 0.594
N -0.151 1.196 -0.448
H 0.010 -3.497 0.084
H 1.385 0.638 0.935
H 1.704 0.228 -0.690
H -1.754 0.639 -1.763
H -2.101 0.338 -0.024
H -0.883 1.388 1.276
H 0.278 2.678 1.007
H -1.399 2.609 0.513
H 2.350 -3.234 0.907
H 0.077 1.718 -1.379
*
```

Computed properties:
HOMO-LUMO gap ... 10.44 eV
E_LUMO ... -3.7 eV

Atom charges from the natural (NBO) analysis, given in e for atoms 1 to 5:
1 C 0.364
2 C 0.036
3 C -0.324
4 C -0.035
5 C -0.397

---

Which structure loses on stability? Q does.

---

P:
The following is a quantum chemistry calculation of a structure of composition C5H10N3, from OMol25.

Geometry as ORCA input:
```
! wB97M-V def2-TZVPD RIJCOSX def2/J DEFGRID3
* xyz 1 1
C -1.046 -0.525 -0.109
C 1.445 -0.851 0.855
C 0.268 -0.036 0.333
C 2.163 0.075 0.024
C 2.884 0.861 -0.688
N -1.251 -1.789 -0.485
N -2.072 0.328 -0.118
N -1.914 1.670 0.217
H 1.631 -0.794 1.928
H 1.490 -1.881 0.508
H 0.147 0.924 0.818
H 2.516 1.632 -1.345
H -0.496 -2.452 -0.494
H 3.961 0.761 -0.641
H -2.174 -2.134 -0.691
H -2.990 -0.032 -0.372
H -2.630 1.977 0.870
H -1.930 2.267 -0.609
*
```

Computed properties:
HOMO-LUMO gap ... 9.12 eV
E_LUMO ... -3.6 eV

Atom charges from the natural (NBO) analysis, given in e for atoms 1 to 5:
1 C 0.524
2 C -0.469
3 C -0.418
4 C 0.270
5 C -0.420

---

Q:
The following is a quantum chemistry calculation of the ion C5H10N3 with charge +1, from OMol25.

Geometry as ORCA input:
```
! wB97M-V def2-TZVPD RIJCOSX def2/J DEFGRID3
* xyz 1 1
C -0.603 1.312 -0.282
C 3.667 -0.596 -0.161
C 2.708 0.255 0.315
C -0.922 -1.100 -0.006
C -2.831 0.291 0.060
N 0.685 1.182 -0.090
N -1.433 0.231 -0.194
N 1.642 0.493 -0.427
H -0.974 2.308 -0.304
H 4.527 -0.844 0.401
H 3.345 -1.106 -1.072
H 2.630 0.733 1.289
H -1.820 -1.753 -0.288
H -0.132 -1.327 -0.736
H -3.564 -0.073 -0.602
H -3.184 -0.261 0.929
H -3.286 1.328 0.164
H -0.454 -1.073 1.003
*
```

Computed properties:
HOMO-LUMO gap (alpha / beta) ... 7.60 / 7.60 eV
E_LUMO (alpha / beta) ... -5.8 / -5.8 eV

Atom charges from the natural (NBO) analysis, given in e for atoms 1 to 5:
1 C 0.327
2 C -0.131
3 C -0.130
4 C -0.438
5 C -0.458

---

Which structure loses on stability? Q does.

---

P:
The following is a quantum chemistry calculation of a cluster of 2 separate species, C4H11NO in total, from OMol25.

Geometry as ORCA input:
```
! wB97M-V def2-TZVPD RIJCOSX def2/J DEFGRID3
* xyz -1 2
C -0.653 -1.476 0.149
C -0.702 -0.010 -0.467
C -0.612 0.999 0.445
N -0.056 0.626 1.710
C -1.164 0.115 -1.896
H -1.245 -2.201 -0.455
H 0.425 -1.701 0.170
H -1.031 -1.580 1.160
H -0.961 2.013 0.596
H 0.919 0.346 1.567
H 0.021 1.390 2.332
H -2.256 -0.188 -2.135
H -1.295 1.143 -2.109
H -0.564 -0.479 -2.601
H 2.955 -0.479 0.448
H 3.024 1.114 0.219
O 3.194 0.368 0.866
*
```

Computed properties:
HOMO-LUMO gap (alpha / beta) ... 3.18 / 8.32 eV
E_LUMO (alpha / beta) ... 4.2 / 4.0 eV

Atom charges from the natural (NBO) analysis, given in e for atoms 1 to 5:
1 C -0.714
2 C -0.151
3 C -0.131
4 N -0.866
5 C -0.714

---

Q:
The following is a quantum chemistry calculation of a cluster of 2 separate species, C4H11NO in total, from OMol25.

Geometry as ORCA input:
```
! wB97M-V def2-TZVPD RIJCOSX def2/J DEFGRID3
* xyz -1 2
N -0.819 1.056 2.317
C -0.359 -0.291 1.707
C 0.576 0.150 0.460
C 0.193 1.583 0.196
C -0.186 2.123 1.551
H -1.004 1.296 3.278
H 0.232 -0.724 2.348
H -1.264 -0.881 1.471
H 1.606 0.077 0.723
H 0.490 -0.514 -0.466
H 1.032 2.251 -0.455
H -0.843 1.746 -0.280
H 0.642 2.531 2.165
H -0.938 2.889 1.330
H -0.403 -3.914 -5.653
H 0.745 -4.767 -4.927
O 0.300 -4.612 -5.766
*
```

Computed properties:
HOMO-LUMO gap (alpha / beta) ... 2.05 / 8.99 eV
E_LUMO (alpha / beta) ... 3.4 / 3.4 eV

Atom charges from the natural (NBO) analysis, given in e for atoms 1 to 5:
1 N -0.693
2 C -0.239
3 C -0.654
4 C -0.448
5 C -0.235

---

R:
The following is a quantum chemistry calculation of a cluster of 2 separate species, C4H11NO in total, from OMol25.

Geometry as ORCA input:
```
! wB97M-V def2-TZVPD RIJCOSX def2/J DEFGRID3
* xyz -1 2
C -1.672 -0.475 -0.479
C -0.593 0.182 -1.395
C 0.723 0.302 -0.604
C 1.428 -0.820 -0.406
N 1.079 1.583 -0.258
H -2.479 0.238 -0.347
H -2.049 -1.335 -1.093
H -1.225 -0.882 0.422
H -0.355 -0.448 -2.249
H -0.989 1.139 -1.726
H 1.162 -1.810 -0.750
H 2.201 -0.804 0.365
H 0.579 2.370 -0.653
H 2.039 1.833 -0.060
H 0.178 -0.916 2.903
H -0.598 0.168 2.179
O -0.682 -0.748 2.503
*
```

Computed properties:
HOMO-LUMO gap (alpha / beta) ... 2.88 / 8.17 eV
E_LUMO (alpha / beta) ... 4.1 / 4.1 eV

Atom charges from the natural (NBO) analysis, given in e for atoms 1 to 5:
1 C -0.660
2 C -0.507
3 C 0.041
4 C -0.656
5 N -1.091

---

Which structure loses on stability? Q does.

---

P:
The following is a quantum chemistry calculation of a structure of composition H20O10Xe, from OMol25.

Geometry as ORCA input:
```
! wB97M-V def2-TZVPD RIJCOSX def2/J DEFGRID3
* xyz 0 1
Xe 1.010 -0.168 0.095
O 1.059 -1.175 -3.052
H 1.619 -0.497 -2.674
H 1.642 -1.924 -3.179
O 1.029 -3.024 2.358
H 1.523 -3.262 1.573
H 0.203 -2.673 2.024
O -0.637 1.323 3.104
H 0.201 1.167 3.537
H -0.425 1.905 2.373
O 3.029 0.913 -2.464
H 2.855 1.512 -1.737
H 3.826 0.449 -2.207
O -2.777 0.016 1.746
H -2.869 -0.790 2.255
H -2.047 0.478 2.159
O -2.523 0.804 -1.346
H -3.186 0.119 -1.259
H -2.501 1.228 -0.488
O -1.286 -2.554 0.833
H -1.259 -2.765 -0.100
H -1.486 -1.619 0.862
O -0.126 3.069 0.960
H -0.832 3.492 0.471
H 0.335 3.790 1.387
O -0.997 -3.375 -1.614
H -0.833 -4.028 -2.295
H -0.647 -2.560 -1.974
O 1.991 3.400 -0.836
H 2.807 3.387 -0.336
H 1.302 3.361 -0.173
*
```

Computed properties:
HOMO-LUMO gap ... 10.05 eV
E_LUMO ... -0.3 eV

Atom charges from the natural (NBO) analysis, given in e for atoms 1 to 5:
1 Xe 0.002
2 O -0.969
3 H 0.497
4 H 0.461
5 O -0.967

---

Q:
The following is a quantum chemistry calculation of a structure of composition H20O10Xe, from OMol25.

Geometry as ORCA input:
```
! wB97M-V def2-TZVPD RIJCOSX def2/J DEFGRID3
* xyz 0 1
Xe -9.086 8.040 -15.294
O -8.853 11.957 -15.623
H -8.966 11.483 -14.799
H -7.958 12.294 -15.586
O -12.445 8.522 -15.738
H -13.250 8.005 -15.722
H -11.795 7.968 -15.307
O -10.246 10.740 -17.982
H -9.599 11.002 -17.327
H -11.086 10.796 -17.525
O -8.493 6.651 -12.220
H -8.352 5.755 -12.527
H -8.480 6.583 -11.266
O -11.085 5.628 -14.313
H -10.237 5.543 -13.877
H -10.947 5.247 -15.180
O -5.873 7.085 -13.569
H -5.479 7.908 -13.278
H -6.764 7.110 -13.221
O -10.516 4.652 -16.794
H -9.640 4.793 -17.153
H -11.077 4.552 -17.562
O -9.201 11.095 -13.176
H -9.613 11.879 -12.813
H -8.265 11.222 -13.021
O -5.080 7.873 -16.291
H -5.327 6.976 -16.517
H -5.313 7.960 -15.367
O -10.476 8.913 -12.263
H -9.835 8.250 -12.520
H -10.159 9.721 -12.666
*
```

Computed properties:
HOMO-LUMO gap ... 10.06 eV
E_LUMO ... -0.3 eV

Atom charges from the natural (NBO) analysis, given in e for atoms 1 to 5:
1 Xe 0.006
2 O -0.971
3 H 0.480
4 H 0.464
5 O -0.951

---

R:
The following is a quantum chemistry calculation of a structure of composition H20O10Xe, from OMol25.

Geometry as ORCA input:
```
! wB97M-V def2-TZVPD RIJCOSX def2/J DEFGRID3
* xyz 0 1
Xe -1.005 -0.450 0.100
O -0.389 -0.433 3.823
H -1.342 -0.423 3.912
H -0.066 -0.537 4.718
O -1.584 -0.481 -4.212
H -1.488 -0.122 -5.094
H -1.953 0.238 -3.700
O 0.643 -3.160 3.078
H 0.250 -3.585 3.840
H 0.403 -2.238 3.167
O 2.601 1.835 -0.214
H 2.324 2.051 -1.104
H 1.800 1.889 0.307
O 1.862 -2.505 -1.554
H 2.435 -1.981 -0.994
H 1.662 -3.282 -1.033
O 0.613 2.219 1.840
H -0.190 2.662 1.564
H 0.339 1.656 2.564
O 3.453 -0.809 -0.025
H 3.579 -0.949 0.913
H 2.876 -0.047 -0.079
O -3.409 -2.327 1.242
H -3.151 -2.656 0.381
H -3.975 -1.578 1.053
O -2.286 1.963 -3.137
H -2.955 1.743 -2.490
H -1.524 2.218 -2.617
O 0.173 2.655 -1.979
H 0.650 3.082 -2.690
H -0.346 3.355 -1.583
*
```

Computed properties:
HOMO-LUMO gap ... 9.72 eV
E_LUMO ... -0.3 eV

Atom charges from the natural (NBO) analysis, given in e for atoms 1 to 5:
1 Xe 0.000
2 O -0.956
3 H 0.485
4 H 0.479
5 O -0.961

---

Which structure loses on stability? Q does.

---

P:
The following is a quantum chemistry calculation of an isolated molecule of C4H7F2N, from OMol25.

Geometry as ORCA input:
```
! wB97M-V def2-TZVPD RIJCOSX def2/J DEFGRID3
* xyz 0 1
C -0.557 -0.033 -1.228
C 0.442 0.187 -0.181
C -1.847 -0.149 -0.448
C 1.208 -0.931 0.409
N 0.646 1.402 0.432
F -2.145 1.007 0.314
F -1.911 -1.137 0.467
H -0.620 0.857 -1.828
H -0.447 -0.953 -1.813
H 2.302 -0.737 0.472
H 0.864 -1.740 -0.129
H 0.913 -0.974 1.463
H 1.128 1.164 1.396
H 0.025 2.036 0.675
*
```

Computed properties:
HOMO-LUMO gap (alpha / beta) ... 6.86 / 9.01 eV
E_LUMO (alpha / beta) ... 0.3 / 0.9 eV

Atom charges from the natural (NBO) analysis, given in e for atoms 1 to 5:
1 C -0.564
2 C 0.255
3 C 0.596
4 C -0.664
5 N -0.762

---

Q:
The following is a quantum chemistry calculation of an isolated molecule of C4H7F2N, from OMol25.

Geometry as ORCA input:
```
! wB97M-V def2-TZVPD RIJCOSX def2/J DEFGRID3
* xyz 0 1
C -1.839 -1.641 -0.679
C -1.732 -0.326 -0.582
C 1.733 1.063 0.267
C -0.350 0.434 -0.662
N 0.457 0.472 0.501
F 0.327 -0.361 -1.628
F -0.469 1.589 -1.240
H -2.851 -1.939 -0.915
H -1.026 -2.321 -0.953
H -2.580 0.211 -0.513
H 1.826 1.835 -0.594
H 2.059 1.718 1.068
H 2.581 0.263 -0.019
H 0.296 -0.461 0.951
*
```

Computed properties:
HOMO-LUMO gap ... 10.84 eV
E_LUMO ... 1.0 eV

Atom charges from the natural (NBO) analysis, given in e for atoms 1 to 5:
1 C -0.372
2 C -0.228
3 C -0.440
4 C 0.781
5 N -0.665

---

Which structure loses on stability? P does.

---

P:
The following is a quantum chemistry calculation of an isolated molecule of C5H8O2S, from OMol25.

Geometry as ORCA input:
```
! wB97M-V def2-TZVPD RIJCOSX def2/J DEFGRID3
* xyz 0 1
C -1.089 -1.262 -0.228
C -1.008 0.234 -0.459
C 1.359 0.363 -0.746
C 1.467 0.347 0.737
C -1.109 1.012 0.824
H -0.369 -1.731 0.460
H -0.899 -1.775 -1.149
H -2.060 -1.611 0.101
H -1.893 0.564 -0.996
H 1.998 1.153 -1.203
H 1.694 -0.622 -1.113
H 1.240 -0.667 1.056
H 2.464 0.616 1.086
O 0.067 0.663 -1.238
O -2.234 1.200 1.235
S 0.370 1.515 1.633
*
```

Computed properties:
HOMO-LUMO gap ... 10.01 eV
E_LUMO ... 0.6 eV

Atom charges from the natural (NBO) analysis, given in e for atoms 1 to 5:
1 C -0.646
2 C -0.019
3 C -0.084
4 C -0.562
5 C 0.384

---

Q:
The following is a quantum chemistry calculation of a cluster of 2 separate species, C5H8O2S in total, from OMol25.

Geometry as ORCA input:
```
! wB97M-V def2-TZVPD RIJCOSX def2/J DEFGRID3
* xyz 0 1
C -2.764 0.272 -0.926
C -1.680 -0.289 -0.403
C 1.714 1.419 0.057
C 2.561 -0.865 0.427
C 1.932 0.229 -0.396
O 1.461 2.469 0.495
O -3.855 0.666 -0.251
S -1.568 -0.660 1.340
H -2.843 0.457 -1.988
H 3.516 -1.155 -0.005
H 1.915 -1.744 0.447
H 2.726 -0.528 1.447
H 1.744 0.026 -1.438
H -0.836 -0.590 -0.996
H -3.707 0.527 0.697
H -0.314 -0.234 1.492
*
```

Computed properties:
HOMO-LUMO gap ... 9.11 eV
E_LUMO ... 0.5 eV

Atom charges from the natural (NBO) analysis, given in e for atoms 1 to 5:
1 C 0.156
2 C -0.480
3 C 0.711
4 C -0.600
5 C -0.561

---

R:
The following is a quantum chemistry calculation of a structure of composition C5H8O2S, from OMol25.

Geometry as ORCA input:
```
! wB97M-V def2-TZVPD RIJCOSX def2/J DEFGRID3
* xyz 0 1
C 0.794 -0.065 0.582
C 0.168 -1.026 1.756
C -1.601 0.091 0.472
C -0.349 0.373 -0.281
C 0.541 1.415 0.364
H 2.096 -0.611 -0.877
H 0.599 -0.908 2.818
H 0.419 -2.158 1.394
H -2.030 -0.687 -0.113
H -2.197 1.049 0.618
H 0.488 1.793 -2.283
H 1.429 1.979 -0.169
H 0.046 2.142 1.053
O 2.012 -0.737 0.188
O -1.199 -0.627 1.762
S -0.292 0.224 -2.212
*
```

Computed properties:
HOMO-LUMO gap ... 9.20 eV
E_LUMO ... -0.3 eV

Atom charges from the natural (NBO) analysis, given in e for atoms 1 to 5:
1 C 0.226
2 C -0.064
3 C -0.092
4 C -0.179
5 C -0.465

---

S:
The following is a quantum chemistry calculation of a cluster of 2 separate species, C5H8O2S in total, from OMol25.

Geometry as ORCA input:
```
! wB97M-V def2-TZVPD RIJCOSX def2/J DEFGRID3
* xyz 0 1
C 0.031 -1.233 -0.834
C 0.435 1.117 -0.432
C 1.708 1.102 0.229
C -2.071 -0.123 0.125
C -0.696 -0.668 0.288
O 1.205 -1.742 -0.820
O -0.118 1.644 -1.333
S 0.069 -0.798 1.880
H -0.403 -1.242 -1.871
H 1.554 1.178 1.287
H 2.208 0.197 -0.093
H 2.278 1.937 -0.113
H -2.287 0.534 0.904
H -2.892 -0.932 0.113
H -2.020 0.524 -0.680
H 1.000 -1.497 1.350
*
```

Computed properties:
HOMO-LUMO gap (alpha / beta) ... 7.91 / 7.91 eV
E_LUMO (alpha / beta) ... 0.0 / 0.0 eV

Atom charges from the natural (NBO) analysis, given in e for atoms 1 to 5:
1 C 0.280
2 C 0.748
3 C -0.805
4 C -0.647
5 C -0.287

---

Which structure loses on stability? R does.